No. 1
A structure of composition C41H44AsBCdCl2N11O3S3 at a distorted geometry. Source: the Open Molecules 2025 dataset; level of theory: ωB97M-V/def2-TZVPD.

Cartesian coordinates (Å):
Cd -14.176 -17.504 14.236
C -15.673 -18.903 17.672
C -16.633 -18.275 16.678
C -17.823 -17.607 16.767
C -18.170 -17.209 15.513
N -17.241 -17.740 14.672
N -16.223 -18.327 15.385
B -17.256 -17.635 13.115
N -16.728 -16.203 12.754
C -17.388 -15.108 12.326
C -16.519 -14.080 12.239
C -15.251 -14.604 12.651
C -13.938 -13.852 12.638
N -15.431 -15.909 12.999
N -16.424 -18.829 12.510
C -16.894 -19.851 11.767
C -15.811 -20.669 11.398
C -14.725 -20.046 12.010
C -13.262 -20.586 12.035
N -15.066 -18.936 12.663
N -18.672 -17.747 12.599
C -19.739 -18.525 13.014
C -20.556 -18.631 11.919
C -19.974 -17.918 10.839
C -20.487 -17.881 9.389
N -18.789 -17.460 11.246
H -16.099 -18.823 18.675
H -15.509 -20.003 17.454
H -14.641 -18.540 17.645
H -18.407 -17.598 17.667
H -18.993 -16.697 15.122
H -18.454 -15.193 12.053
H -16.734 -13.076 11.893
H -13.684 -13.376 11.702
H -13.868 -13.007 13.348
H -13.127 -14.521 12.876
H -17.928 -19.901 11.556
H -15.736 -21.601 10.870
H -12.930 -20.892 11.053
H -12.627 -19.830 12.442
H -13.248 -21.449 12.713
H -19.892 -18.846 14.010
H -21.513 -19.168 11.874
H -19.741 -17.763 8.678
H -21.050 -18.785 9.145
H -21.191 -16.988 9.320
C -12.147 -14.191 15.882
As -13.548 -15.154 16.714
C -13.290 -15.204 18.615
C -15.207 -14.271 16.346
O -13.556 -16.725 16.203
H -11.794 -14.725 14.961
H -11.334 -14.146 16.574
H -12.404 -13.167 15.661
H -13.999 -15.926 18.973
H -13.355 -14.241 19.111
H -12.278 -15.624 18.680
H -15.390 -13.489 17.085
H -15.926 -15.092 16.500
H -15.195 -14.016 15.305
Cl -10.334 -14.188 7.540
C -10.264 -12.902 8.721
C -9.972 -11.589 8.256
C -9.726 -10.620 9.205
C -9.890 -10.861 10.544
C -10.298 -12.105 10.959
Cl -10.475 -12.448 12.654
C -10.530 -13.179 10.062
N -10.890 -14.408 10.477
C -12.022 -15.136 10.066
C -13.075 -14.614 9.393
C -14.228 -15.374 9.061
C -14.276 -16.695 9.417
C -13.175 -17.261 10.111
C -12.101 -16.502 10.399
C -11.044 -17.172 11.271
C -11.467 -16.779 12.687
O -11.144 -15.658 13.065
O -12.253 -17.651 13.221
H -9.726 -11.489 7.243
H -9.311 -9.699 8.885
H -9.671 -10.061 11.302
H -10.734 -14.597 11.457
H -13.123 -13.560 9.141
H -14.992 -14.941 8.506
H -15.225 -17.236 9.261
H -13.122 -18.292 10.452
H -10.158 -16.655 11.173
H -10.810 -18.194 11.159
S -7.014 -11.177 14.232
C -7.099 -12.753 13.940
S -7.485 -13.937 15.188
C -7.347 -15.209 14.052
N -6.902 -14.814 12.851
N -6.774 -13.456 12.795
C -6.553 -12.892 11.488
C -5.705 -11.796 11.267
C -5.576 -11.389 9.952
C -6.188 -12.032 8.906
C -7.021 -13.127 9.204
C -7.210 -13.581 10.468
S -7.617 -16.786 14.521
H -5.147 -11.350 12.087
H -4.899 -10.537 9.780
H -6.093 -11.644 7.869
H -7.492 -13.636 8.401
H -7.852 -14.397 10.593

Cartesian forces, eV/Å:
Cd -0.081 0.063 -0.398
C -0.472 -1.309 0.050
C 3.225 -0.922 -1.498
C -0.912 0.037 1.896
C 1.422 -1.551 -1.067
N 0.260 0.545 0.290
N -1.492 0.422 0.112
B 0.286 0.075 0.188
N 0.252 -0.550 0.220
C -1.524 -1.297 -0.262
C 1.596 0.739 0.130
C -1.029 0.011 -0.257
C -0.174 -0.083 0.888
N 0.611 1.511 -0.315
N 0.253 0.581 0.129
C 1.462 -0.282 -0.094
C -0.731 1.046 0.850
C 2.186 -0.468 0.101
C -2.069 0.122 0.486
N -0.777 -0.584 -0.261
N -0.727 -0.533 -1.028
C 0.573 1.326 -1.892
C -1.505 -0.532 -0.047
C 1.053 -1.143 0.248
C -2.027 1.210 2.385
N -0.762 0.192 0.289
H 0.293 -0.032 0.022
H -0.642 1.065 0.174
H -0.425 0.642 -0.090
H -0.194 0.543 0.150
H -1.069 0.583 -0.331
H 0.932 0.154 0.248
H 0.123 -0.191 0.067
H -0.328 -0.234 -0.551
H -0.426 -0.431 0.096
H 0.409 -0.288 0.072
H -0.753 -0.149 -0.263
H -0.402 0.020 -0.176
H 0.023 -0.045 -0.227
H 0.552 0.531 0.155
H 0.105 0.079 -0.243
H 0.162 -0.326 0.701
H 0.525 0.342 0.127
H 1.622 0.321 -1.126
H 0.018 0.133 0.228
H 0.745 -1.141 -0.163
C 0.579 -0.279 -0.908
As -0.194 0.720 0.044
C 0.830 -0.127 -0.699
C -0.123 -1.291 0.866
O -0.141 -0.601 -0.177
H -0.422 0.350 0.640
H 0.721 -0.100 0.476
H -0.349 0.234 -0.183
H -0.347 -0.229 0.411
H -0.051 0.001 -0.030
H -0.214 0.117 0.399
H 0.016 0.156 -0.473
H -0.108 0.381 -0.103
H -0.241 0.584 -0.444
Cl 0.037 0.239 0.243
C -0.461 1.253 -0.967
C 0.195 -2.188 2.108
C -0.017 -0.024 -0.844
C 0.277 0.735 1.530
C -0.192 -0.635 -0.052
Cl 0.005 0.140 0.088
C 0.330 1.657 -0.638
N -0.250 -1.388 0.872
C 0.248 -0.816 -0.097
C -1.800 0.804 -0.988
C 2.475 -0.368 0.957
C -0.535 -0.941 0.598
C -1.849 -0.181 -0.939
C 1.791 -0.583 0.845
C -0.864 1.674 0.696
C -1.042 -1.742 -0.842
O -0.061 0.447 1.032
O 0.577 0.770 0.464
H 0.099 0.407 -1.281
H 0.081 0.879 -0.211
H -0.243 -0.989 -0.838
H 0.240 0.001 0.503
H 0.335 0.029 -0.044
H -1.329 0.818 -0.698
H 0.774 -0.006 -0.031
H -0.485 0.128 -0.193
H 2.246 1.025 -0.688
H -0.530 -1.267 -0.375
S -0.102 1.165 -0.054
C 0.419 -0.985 0.670
S -0.261 1.061 -0.168
C 0.556 -0.522 -0.328
N -0.278 0.795 0.081
N -0.324 -1.117 0.374
C 0.059 -0.375 0.569
C -0.788 -1.317 0.363
C 1.330 1.291 0.118
C -0.861 -0.229 -0.455
C 0.949 0.998 -1.378
C 1.017 1.605 0.072
S 0.003 -0.030 -0.420
H -0.281 -0.005 -0.289
H -0.431 -0.418 -0.133
H -0.002 -0.484 0.876
H -0.456 -0.371 -0.633
H -0.725 -1.059 0.696

Its spin multiplicity is 2. The calculation puts the total energy at -189397.0264 eV.

No. 2
A structure of composition C41H44BrCdIN2OS2Se at a distorted geometry. Source: the Open Molecules 2025 dataset; level of theory: ωB97M-V/def2-TZVPD.

Cartesian coordinates (Å):
Cd -0.035 -0.044 -0.140
C -3.660 -6.233 -3.800
C -2.994 -5.307 -2.817
C -3.370 -5.288 -1.482
C -2.738 -4.474 -0.550
C -3.175 -4.515 0.889
C -1.692 -3.640 -0.968
Se -0.797 -2.593 0.376
C -1.299 -3.646 -2.312
C -0.182 -2.786 -2.811
C -1.959 -4.474 -3.212
H -4.673 -6.479 -3.482
H -3.101 -7.168 -3.881
H -3.705 -5.784 -4.793
H -4.178 -5.932 -1.149
H -3.990 -5.225 1.027
H -3.504 -3.527 1.221
H -2.340 -4.806 1.529
H -0.421 -1.734 -2.674
H -0.008 -2.953 -3.875
H 0.737 -2.989 -2.258
H -1.647 -4.470 -4.252
C 4.091 0.529 -4.473
C 3.060 -0.605 -4.381
C 2.330 -0.779 -5.720
C 3.746 -1.913 -3.958
C 2.078 -0.257 -3.356
N 1.309 0.022 -2.551
H 4.827 0.280 -5.237
H 4.605 0.659 -3.521
H 3.612 1.469 -4.746
H 3.060 -1.008 -6.497
H 1.807 0.136 -5.996
H 1.607 -1.593 -5.669
H 4.519 -2.165 -4.684
H 3.031 -2.734 -3.908
H 4.211 -1.802 -2.978
Br 6.494 0.162 2.006
C 4.956 1.101 2.583
C 5.127 2.126 3.503
C 4.029 2.831 3.968
C 2.762 2.529 3.494
C 2.591 1.516 2.565
C 3.682 0.786 2.120
I 3.358 -0.820 0.796
H 6.124 2.352 3.854
H 4.170 3.617 4.697
H 1.895 3.071 3.847
H 1.604 1.297 2.186
N 1.535 7.178 -1.504
C 1.370 6.083 -1.190
C 1.143 4.724 -0.815
C 2.149 3.766 -0.941
C 1.875 2.441 -0.649
C 0.614 2.016 -0.224
C -0.359 3.006 -0.048
C -0.108 4.338 -0.336
H 3.134 4.062 -1.279
H 2.674 1.719 -0.776
H -1.339 2.732 0.326
H -0.885 5.083 -0.216
O -2.418 0.591 0.331
S -3.540 -0.379 0.138
C -5.016 0.597 0.529
C -4.997 1.972 0.370
C -6.118 2.707 0.719
C -7.245 2.066 1.217
C -7.257 0.686 1.362
C -6.134 -0.055 1.021
C -3.896 -0.336 -1.630
C -4.891 -1.148 -2.151
C -5.122 -1.137 -3.515
C -4.358 -0.324 -4.344
C -3.383 0.503 -3.808
C -3.153 0.504 -2.439
H -4.109 2.451 -0.024
H -6.108 3.783 0.601
H -8.118 2.644 1.489
H -8.135 0.185 1.749
H -6.126 -1.133 1.133
H -5.473 -1.793 -1.503
H -5.892 -1.769 -3.936
H -4.527 -0.340 -5.413
H -2.791 1.143 -4.449
H -2.405 1.158 -2.002
C -1.804 -1.290 3.530
S -0.320 -0.298 3.237
C 0.891 -1.384 4.037
H -2.134 -1.164 4.560
H -1.581 -2.332 3.312
H -2.570 -0.936 2.844
H 1.019 -2.290 3.446
H 0.539 -1.626 5.038
H 1.830 -0.839 4.104

Cartesian forces, eV/Å:
Cd -0.245 -0.723 0.299
C 0.031 0.042 0.052
C -0.069 -0.027 -0.018
C -0.017 -0.022 -0.018
C -0.024 0.070 0.060
C -0.009 0.010 -0.068
C 0.113 0.225 -0.194
Se 0.457 0.663 -0.062
C -0.071 -0.098 -0.038
C -0.051 -0.018 0.011
C -0.047 -0.009 0.030
H -0.006 -0.009 -0.032
H -0.027 -0.017 -0.038
H -0.018 -0.033 0.003
H 0.004 -0.005 0.007
H -0.003 -0.021 -0.011
H 0.038 -0.007 0.048
H -0.053 0.011 0.071
H 0.037 0.089 0.024
H 0.009 -0.029 -0.001
H 0.032 0.091 0.030
H 0.000 0.000 -0.006
C -0.068 -0.030 0.028
C 0.285 -0.106 -0.233
C 0.011 0.018 0.048
C -0.049 0.021 0.020
C -0.205 0.146 0.207
N 0.004 -0.157 -0.085
H 0.009 -0.008 -0.002
H 0.011 0.031 -0.003
H 0.011 0.018 0.014
H 0.008 -0.018 0.002
H -0.005 -0.005 -0.017
H -0.006 0.004 0.003
H -0.002 -0.001 -0.012
H -0.007 0.005 -0.005
H 0.030 -0.008 -0.010
Br -0.014 0.056 0.039
C -0.028 -0.057 -0.030
C 0.059 -0.042 -0.004
C 0.008 0.012 -0.020
C -0.026 0.020 0.021
C -0.065 -0.025 0.030
C 0.193 -0.279 -0.207
I -0.126 0.217 0.208
H -0.011 0.027 0.020
H -0.001 0.013 -0.006
H 0.004 0.028 -0.018
H -0.004 -0.014 -0.015
N 0.016 -0.046 0.017
C 0.089 0.333 -0.041
C -0.141 -0.380 0.158
C 0.003 0.049 0.005
C 0.044 -0.065 -0.026
C -0.249 0.015 -0.010
C 0.048 -0.041 0.121
C 0.006 0.115 -0.088
H -0.011 0.018 -0.019
H -0.016 -0.006 -0.046
H -0.018 0.004 -0.062
H 0.007 0.012 0.001
O 0.389 0.084 0.089
S -0.883 0.508 -0.424
C 0.079 -0.234 0.332
C 0.097 0.038 -0.036
C 0.054 -0.026 -0.040
C -0.050 -0.021 -0.013
C -0.044 0.008 -0.026
C 0.076 -0.082 -0.011
C 0.241 -0.168 -0.032
C 0.073 -0.146 -0.006
C -0.012 0.014 -0.027
C -0.008 0.007 -0.088
C -0.037 -0.037 0.014
C 0.153 0.026 0.054
H 0.016 0.013 0.065
H -0.025 0.001 0.004
H 0.003 0.001 0.014
H -0.006 0.012 0.001
H -0.014 0.014 0.077
H 0.021 -0.038 0.018
H 0.012 -0.018 0.007
H -0.010 0.025 0.016
H -0.025 0.003 -0.008
H 0.024 -0.086 0.013
C 0.223 0.142 0.013
S 0.050 -0.075 -0.041
C -0.259 0.172 -0.126
H -0.042 -0.047 0.006
H -0.105 -0.020 -0.047
H -0.043 -0.025 0.012
H 0.049 -0.030 0.030
H 0.084 -0.031 0.037
H 0.042 -0.037 -0.011

As for the energy above the lowest of the compared OMol25 structures with the same formula, charge and spin: 61.3 kJ/mol. The calculation puts the total energy at -217982.8587 eV.

No. 3
A structure of composition C41H44ClIN8O8PPb at a distorted geometry. Source: the Open Molecules 2025 dataset; level of theory: ωB97M-V/def2-TZVPD.

Cartesian coordinates (Å):
Pb -0.027 0.707 -1.112
Cl 4.959 -5.278 -1.847
C 3.636 -4.157 -1.610
C 2.312 -4.593 -1.809
C 1.277 -3.727 -1.612
C 1.472 -2.364 -1.211
O 0.453 -1.654 -0.936
C 2.832 -1.936 -1.056
C 3.251 -0.632 -0.645
N 2.601 0.484 -0.626
C 3.308 1.648 -0.274
C 4.672 1.803 -0.412
C 5.333 2.985 -0.026
C 4.643 4.042 0.491
C 3.236 3.961 0.597
C 2.443 5.044 1.039
C 1.086 4.934 1.052
C 0.501 3.725 0.622
N 1.206 2.701 0.209
C 2.563 2.780 0.200
C 3.881 -2.874 -1.234
H 2.128 -5.620 -2.100
H 0.250 -4.049 -1.749
H 4.290 -0.623 -0.297
H 5.261 1.007 -0.849
H 6.406 3.052 -0.158
H 5.151 4.949 0.797
H 2.933 5.962 1.346
H 0.456 5.755 1.371
H -0.574 3.602 0.604
H 4.905 -2.546 -1.092
O -2.406 -3.829 -5.808
C -1.808 -3.203 -4.966
C -2.293 -2.866 -3.574
O -3.037 -3.535 -2.889
C -1.588 -1.605 -3.174
C -0.369 -1.481 -4.040
O 0.541 -0.684 -3.902
C -0.469 -2.513 -5.133
O 0.365 -2.755 -5.970
O -2.001 -0.783 -2.359
I -1.493 1.608 -5.923
C 0.281 2.632 -5.484
C 0.925 3.309 -6.517
C 2.111 3.957 -6.225
C 2.599 3.921 -4.927
C 1.863 3.239 -3.972
N 0.722 2.597 -4.244
H 0.505 3.314 -7.512
H 2.644 4.489 -7.003
H 3.526 4.408 -4.655
H 2.193 3.206 -2.938
O -2.286 3.383 -3.357
N -2.468 3.369 -2.200
O -1.947 2.768 -1.318
N -0.941 0.606 0.869
P -1.493 -0.336 1.935
N -2.935 -1.112 1.587
C -3.713 -0.692 0.422
C -4.423 -1.883 -0.206
C -5.299 -2.577 0.838
C -4.447 -2.987 2.040
C -3.726 -1.771 2.617
N -1.888 0.383 3.437
C -2.918 1.430 3.369
C -2.350 2.777 2.913
C -1.213 3.209 3.842
C -0.156 2.102 3.944
C -0.822 0.784 4.354
N -0.436 -1.579 2.472
C 0.985 -1.190 2.330
C 1.871 -2.151 3.112
C 1.687 -3.573 2.583
C 0.206 -3.947 2.637
C -0.637 -2.924 1.884
H -3.041 -0.228 -0.289
H -4.472 0.054 0.721
H -3.679 -2.579 -0.604
H -5.028 -1.538 -1.049
H -5.795 -3.450 0.406
H -6.082 -1.884 1.173
H -3.711 -3.728 1.714
H -5.066 -3.442 2.819
H -3.068 -2.052 3.438
H -4.483 -1.078 3.022
H -3.352 1.531 4.372
H -3.710 1.109 2.688
H -3.140 3.536 2.883
H -1.965 2.623 1.904
H -1.615 3.416 4.843
H -0.755 4.134 3.475
H 0.615 2.375 4.673
H 0.316 1.965 2.966
H -1.274 0.911 5.347
H -0.103 -0.031 4.422
H 1.122 -0.167 2.678
H 1.276 -1.205 1.274
H 1.599 -2.113 4.173
H 2.917 -1.838 3.020
H 2.286 -4.283 3.160
H 2.031 -3.615 1.542
H -0.123 -3.977 3.682
H 0.046 -4.937 2.199
H -1.687 -3.188 1.959
H -0.363 -2.925 0.824

Cartesian forces, eV/Å:
Pb -0.061 -0.650 0.124
Cl -0.031 0.011 0.005
C -0.062 -0.111 -0.033
C 0.081 0.021 0.047
C -0.072 -0.012 -0.044
C -0.003 -0.007 0.082
O 0.150 0.340 -0.215
C -0.124 -0.206 0.061
C 0.148 0.166 0.101
N -0.035 -0.069 0.042
C 0.109 0.023 0.048
C -0.026 -0.031 -0.086
C 0.032 0.012 0.004
C 0.042 -0.006 0.014
C -0.048 -0.078 -0.039
C 0.026 0.018 -0.008
C -0.066 0.058 0.087
C 0.218 -0.134 -0.096
N 0.144 0.190 0.139
C -0.117 0.063 -0.097
C -0.006 0.186 0.022
H -0.005 0.043 -0.028
H 0.039 0.006 0.036
H 0.036 -0.005 -0.055
H -0.010 0.033 -0.005
H -0.027 -0.027 0.023
H -0.034 -0.014 -0.023
H -0.003 -0.011 0.003
H 0.011 -0.056 0.009
H -0.032 -0.024 0.025
H -0.023 -0.017 0.032
O -0.043 -0.293 -0.073
C 0.031 0.297 0.039
C 0.366 -0.097 0.082
O -0.305 0.038 -0.005
C -0.181 0.220 -0.315
C -0.070 -0.095 0.120
O 0.040 0.127 0.084
C -0.146 -0.011 0.286
O 0.120 0.004 -0.250
O 0.189 -0.184 -0.017
I 0.029 -0.142 -0.094
C 0.156 0.077 0.089
C 0.024 -0.042 -0.030
C -0.059 0.021 -0.053
C -0.019 -0.043 0.071
C -0.131 -0.073 -0.030
N -0.002 0.147 -0.001
H 0.023 -0.011 0.004
H 0.004 -0.022 0.010
H -0.022 0.010 -0.002
H -0.003 -0.072 0.003
O -0.039 0.280 -1.033
N -0.130 0.032 0.511
O -0.128 0.026 0.651
N -0.035 0.248 -0.341
P 0.226 -0.296 0.311
N -0.177 0.170 -0.081
C 0.024 -0.213 0.075
C -0.084 0.028 0.126
C 0.113 -0.058 -0.058
C -0.106 0.123 -0.030
C 0.108 -0.094 -0.163
N -0.097 0.335 0.087
C 0.231 -0.058 -0.191
C 0.020 -0.073 0.198
C 0.085 -0.097 -0.142
C -0.189 0.013 0.016
C -0.020 -0.012 -0.221
N 0.036 -0.025 -0.416
C -0.117 -0.141 0.143
C -0.006 -0.071 -0.105
C -0.075 0.053 0.120
C 0.111 0.064 -0.089
C 0.074 0.114 0.309
H 0.009 0.058 -0.032
H 0.039 0.017 0.035
H -0.049 0.059 -0.019
H 0.056 -0.038 -0.004
H -0.012 0.034 0.014
H -0.005 -0.043 -0.010
H -0.027 -0.016 0.048
H 0.023 -0.029 -0.006
H -0.010 0.000 0.046
H 0.036 0.030 0.034
H -0.057 -0.020 0.012
H 0.008 -0.029 0.030
H 0.020 -0.046 0.013
H -0.026 0.065 -0.034
H 0.016 0.031 -0.038
H -0.023 -0.004 0.083
H 0.010 -0.013 -0.029
H 0.016 0.004 0.041
H 0.004 -0.043 0.041
H -0.003 0.011 0.063
H -0.011 0.031 -0.010
H -0.030 0.029 -0.006
H 0.030 0.010 -0.014
H -0.037 0.001 0.010
H 0.011 0.002 -0.049
H 0.011 -0.024 0.046
H -0.012 -0.041 -0.016
H -0.019 0.025 0.032
H 0.001 0.006 -0.030
H -0.043 0.022 -0.023

As for the energy above the lowest of the compared OMol25 structures with the same formula, charge and spin: 137.3 kJ/mol. The calculation puts the total energy at -106691.8601 eV. Its net charge is -1.

The lowest total energy belongs to which entry? C41H44BrCdIN2OS2Se